Density functional theory data (ωB97M-V/def2-TZVPD) for a structure of composition C24H14Cl3N4NiO3.

```
! RIJCOSX wB97M-V def2-TZVPD def2/J DEFGRID3
* xyz -1 1
Ni 0.017 0.860 0.045
O 0.793 3.604 2.817
C 0.761 2.700 1.983
N -0.277 2.195 1.307
C -1.593 2.671 1.391
C -2.096 3.562 2.330
C -3.442 3.910 2.279
C -4.270 3.370 1.309
C -3.777 2.467 0.372
C -2.432 2.112 0.410
N -1.755 1.239 -0.452
C -2.344 0.575 -1.450
O -3.532 0.530 -1.766
C -1.315 -0.139 -2.286
C -1.712 -0.962 -3.330
C -0.739 -1.587 -4.083
C 0.594 -1.362 -3.766
C 0.896 -0.542 -2.696
N -0.035 0.069 -1.965
C 2.033 2.033 1.532
C 3.257 2.392 2.065
C 4.395 1.782 1.569
C 4.255 0.843 0.559
C 2.991 0.527 0.093
N 1.890 1.105 0.578
H -1.441 3.978 3.077
H -3.837 4.604 3.011
H -5.318 3.641 1.277
H -4.420 2.034 -0.375
H -2.771 -1.086 -3.506
H -1.007 -2.243 -4.901
H 1.395 -1.830 -4.322
H 1.922 -0.379 -2.403
H 3.267 3.147 2.838
H 5.373 2.034 1.958
H 5.110 0.334 0.138
H 2.834 -0.235 -0.653
Cl -0.294 -6.956 1.157
C 0.162 -5.317 0.749
C -0.629 -4.257 1.164
C -0.260 -2.969 0.837
Cl -1.246 -1.637 1.332
C 0.901 -2.641 0.091
O 1.226 -1.459 -0.200
C 1.652 -3.790 -0.300
Cl 3.104 -3.502 -1.235
C 1.310 -5.088 0.010
H -1.530 -4.431 1.735
H 1.931 -5.909 -0.320
*
```

Values from the calculation:
Kohn-Sham gap	7.10	eV
E_LUMO	2.55	eV
electronic energy	-4256.80347	hartree

=====

Density functional theory data (ωB97M-V/def2-TZVPD) for a cluster of 13 separate species, C4H35N2O12S in total.

```
! RIJCOSX wB97M-V def2-TZVPD def2/J DEFGRID3
* xyz -1 1
N 2.082 0.653 1.125
C 1.744 -0.102 -0.168
C 2.265 0.608 -1.403
S 4.024 0.494 -1.439
C 0.096 -0.084 -0.233
N -0.522 -1.373 -0.085
C -2.016 -1.260 -0.527
H 1.418 1.435 1.118
H 3.001 1.029 1.025
H 2.002 -1.153 -0.174
H 1.779 0.219 -2.301
H 2.048 1.667 -1.433
H -0.205 0.212 -1.221
H -0.079 0.830 0.315
H -0.460 -1.791 0.858
H -2.433 -2.093 0.062
H -1.883 -1.401 -1.581
H -2.452 -0.442 0.050
H -2.362 2.027 0.874
H -3.909 1.715 1.169
O -3.310 1.939 0.454
H -1.068 1.144 2.540
H -0.305 2.836 2.824
O -1.243 0.377 3.111
H -1.232 -3.553 0.134
H -0.259 -4.459 0.439
O -1.138 -4.279 0.828
H 1.323 0.947 -4.218
H 0.279 0.057 -4.792
O 1.199 0.348 -4.983
H -0.159 -1.414 3.299
H -0.519 -2.809 2.695
O -0.244 -1.916 2.473
H -1.105 0.327 -3.456
H -0.756 -1.166 -3.475
O -1.198 -0.475 -3.997
H 0.950 -2.949 1.863
H 2.269 -2.547 2.231
O 1.859 -3.233 1.660
H -0.284 4.472 -0.763
H -0.143 3.641 0.633
O 0.315 3.927 -0.190
H -2.031 3.386 1.925
H -0.978 0.716 3.967
O -1.332 2.817 1.579
H 1.084 2.841 3.673
H 4.181 -0.775 -1.783
O 0.340 3.401 3.453
H 1.740 -3.882 -0.301
H 0.831 -2.966 -0.915
O 1.191 -3.864 -1.138
H -0.975 1.493 -1.529
H -2.007 2.555 -1.940
O -1.416 1.871 -2.333
*
```

Values from the calculation:
Kohn-Sham gap	8.81	eV
energy relative to the best compared isomer or geometry (same formula, charge and spin)	430.3	kJ/mol
E_LUMO	2.43	eV
electronic energy	-1583.96898	hartree

=====

Density functional theory data (ωB97M-V/def2-TZVPD) for the molecule C2H6N4S.

```
! RIJCOSX wB97M-V def2-TZVPD def2/J DEFGRID3
* xyz 0 1
C 1.182 -0.868 -0.751
N 0.572 -1.430 0.231
N -0.479 -0.864 0.819
C -1.364 -0.039 0.188
S -2.983 -0.243 -0.153
N -0.656 1.168 -0.085
N 0.698 1.628 0.383
H 1.987 -1.816 -1.041
H 1.157 0.085 -1.187
H -0.937 -1.573 1.551
H -1.250 1.682 -1.021
H 0.660 1.168 1.222
H 1.413 1.100 -0.154
*
```

Values from the calculation:
Kohn-Sham gap	9.10	eV
energy relative to the best compared isomer or geometry (same formula, charge and spin)	496.6	kJ/mol
E_LUMO	0.36	eV
electronic energy	-696.83691	hartree

=====

Density functional theory data (ωB97M-V/def2-TZVPD) for the ion C4H10Cl2N2O2 with charge +2.

```
! RIJCOSX wB97M-V def2-TZVPD def2/J DEFGRID3
* xyz 2 1
C 0.446 -1.403 0.391
C -0.380 1.970 -0.318
C -0.551 -0.427 -0.300
C 2.341 0.043 0.402
N 0.191 -2.795 -0.035
N -1.501 2.879 0.045
O 1.765 -1.099 -0.005
O -0.509 0.751 0.371
Cl -2.240 -1.244 -0.204
Cl 3.815 0.414 -0.227
H 0.314 -1.303 1.479
H -0.273 1.865 -1.393
H -0.331 -0.325 -1.371
H 1.867 0.660 1.156
H 0.518 -3.495 0.648
H 0.658 -2.985 -0.936
H -0.854 -2.860 -0.155
H -1.561 2.924 1.072
H -2.434 2.610 -0.317
H -1.281 3.821 -0.305
*
```

Values from the calculation:
Kohn-Sham gap (spin up / spin down)	4.86 / 3.64	eV
E_LUMO (spin up / spin down)	-9.31 / -9.98	eV
electronic energy	-1337.97984	hartree